Record 1
Molecular formula: C3H5NO2
Method: DFT, ωB97M-V with the def2-TZVPD basis set

Cartesian coordinates (Å):
H1 1.6004 1.0575 -1.2004
C1 -0.7375 0.4513 -0.1248
C2 0.5803 -0.1108 0.3858
C3 1.6752 0.1047 -0.6427
H2 0.5551 -1.1665 0.6714
O1 -0.8021 1.5787 -0.5829
H3 0.8509 0.4801 1.2716
H4 -2.6853 -0.0511 -0.4275
H5 -1.7349 -1.3366 0.2437
O2 2.5638 -0.6867 -0.8389
N1 -1.8154 -0.3711 -0.0284

Frontier orbital gap ... 10.6 eV
E_LUMO ... 0.72 eV
Spin multiplicity ... 1
Energy relative to the best compared isomer or geometry (same formula, charge and spin) ... 9.6 kcal/mol
SMILES string ... NC(=O)CC=O

***

Record 2
Molecular formula: C5H11NO2PS
Method: DFT, ωB97M-V with the def2-TZVPD basis set

Cartesian coordinates (Å):
S1 -0.7411 -1.5341 -0.6296
O1 2.7363 -1.3932 0.1746
H1 -2.2816 1.1737 -0.9500
H2 -0.7192 1.3633 -0.0983
P1 2.7408 0.2566 0.1059
C1 -1.7614 -0.4146 0.4102
C2 2.2920 0.5426 -1.6646
C3 -1.7535 1.0324 -0.0048
O2 4.1117 0.7309 0.4125
H3 1.3134 0.1252 -1.8824
C4 -0.5661 -1.0325 1.0100
H4 1.7151 0.9858 1.8783
N1 1.4738 0.8468 0.9071
H5 2.2699 1.6159 -1.8327
H6 -2.2426 1.6324 0.7642
C5 -3.1090 -0.9887 0.7928
H7 3.0435 0.0895 -2.3069
H8 -3.8090 -0.9490 -0.0429
H9 -2.9976 -2.0273 1.1015
H10 1.8099 -1.6323 0.2290
H11 -3.5254 -0.4233 1.6261

Frontier orbital gap (spin up / spin down) ... 6.8 / 6.8 eV
E_LUMO (spin up / spin down) ... 2.98 / 2.98 eV
Spin multiplicity ... 1
Energy relative to the best compared isomer or geometry (same formula, charge and spin) ... 34.1 kcal/mol
Net charge ... -1